Record 1
DFT (ωB97M-V/def2-TZVPD) results for a 7-piece molecular cluster, C30H79N5O12 overall.

The calculation puts the LUMO energy at 0.36 eV. The energy above the lowest of the compared OMol25 structures with the same formula, charge and spin comes out at 184.7 kJ/mol. The SMILES is COC[C@H](C)N.COC[C@H](C)N.COCCNCCOC.COCCNCCOC.COCCNCCOC.OCCO.OCCO. The HOMO-LUMO gap is 8.9 eV. For the HOMO energy, the calculation gives -8.56 eV.

Structure (ORCA input):
```
! wB97M-V def2-TZVPD RIJCOSX def2/J DEFGRID3
* xyz 0 1
C -22.52 27.59 0.11
O -22.30 27.18 -1.22
C -21.68 25.91 -1.29
C -21.52 25.56 -2.75
N -21.01 24.22 -2.95
C -19.59 24.10 -2.75
C -19.10 22.67 -2.90
O -19.06 21.95 -1.70
C -18.26 20.76 -1.80
H -21.59 27.57 0.68
H -23.19 26.83 0.53
H -22.97 28.57 0.23
H -22.28 25.12 -0.83
H -20.70 26.04 -0.81
H -20.88 26.30 -3.22
H -22.51 25.68 -3.19
H -21.54 23.51 -2.46
H -19.31 24.41 -1.73
H -19.05 24.69 -3.49
H -18.08 22.74 -3.32
H -19.71 22.13 -3.64
H -18.40 20.18 -0.89
H -17.22 21.09 -1.85
H -18.41 20.13 -2.68
C -22.48 22.10 6.19
O -22.95 22.82 5.07
C -24.33 22.61 4.80
C -24.58 23.14 3.40
N -24.10 22.28 2.32
C -24.02 22.99 1.04
C -23.80 22.04 -0.13
O -22.43 21.72 -0.16
C -22.06 20.67 -1.02
H -22.32 21.05 5.93
H -23.00 22.18 7.15
H -21.46 22.44 6.37
H -24.99 23.11 5.51
H -24.62 21.55 4.87
H -24.21 24.17 3.26
H -25.66 23.20 3.28
H -23.26 21.79 2.61
H -23.17 23.68 0.98
H -24.94 23.54 0.88
H -24.04 22.55 -1.07
H -24.47 21.17 -0.16
H -22.29 20.92 -2.06
H -22.60 19.75 -0.76
H -21.00 20.47 -0.94
C -25.77 28.81 1.70
O -24.68 29.60 2.12
C -23.76 29.01 3.00
C -22.57 29.98 3.24
N -21.74 30.20 2.07
C -20.52 30.91 2.36
C -19.47 30.12 3.13
O -19.63 30.21 4.54
C -18.49 29.74 5.23
H -25.98 27.95 2.34
H -25.58 28.34 0.73
H -26.67 29.42 1.64
H -23.46 28.03 2.64
H -24.21 28.82 3.98
H -21.96 29.54 4.03
H -22.90 30.94 3.64
H -22.28 30.69 1.37
H -20.61 31.89 2.86
H -20.02 31.15 1.41
H -18.45 30.44 2.87
H -19.45 29.06 2.83
H -18.23 28.71 4.97
H -18.73 29.83 6.28
H -17.60 30.32 4.96
C -15.87 25.65 0.62
C -15.17 24.39 1.20
O -15.95 23.85 2.23
O -16.98 25.28 -0.22
H -15.18 26.22 0.00
H -16.21 26.33 1.41
H -14.23 24.72 1.65
H -15.00 23.73 0.35
H -16.78 23.46 1.88
H -17.21 26.07 -0.74
C -18.95 28.46 0.87
C -19.25 27.60 -0.36
O -18.21 27.69 -1.35
O -18.64 29.82 0.60
H -18.20 28.06 1.57
H -19.90 28.40 1.41
H -20.15 28.03 -0.81
H -19.42 26.56 -0.12
H -18.09 28.59 -1.66
H -17.76 29.79 0.22
C -20.07 22.22 2.14
C -19.49 23.43 1.43
C -19.38 24.70 2.30
O -20.59 25.48 2.23
C -21.40 25.20 3.37
N -18.17 23.03 0.84
H -20.99 22.47 2.66
H -19.36 21.79 2.85
H -20.31 21.40 1.47
H -20.14 23.69 0.59
H -18.59 25.33 1.90
H -19.08 24.47 3.33
H -20.87 25.30 4.32
H -21.89 24.23 3.39
H -22.17 25.97 3.49
H -17.71 23.89 0.54
H -18.36 22.62 -0.08
C -20.90 25.12 7.93
C -22.21 25.79 8.36
C -23.41 24.91 8.01
O -24.61 25.60 8.37
C -25.76 24.91 7.93
N -21.98 25.89 9.83
H -20.64 24.13 8.30
H -20.15 25.89 8.11
H -20.89 24.97 6.84
H -22.35 26.79 7.97
H -23.44 23.93 8.51
H -23.44 24.70 6.94
H -25.76 24.80 6.84
H -26.69 25.44 8.14
H -25.83 23.92 8.39
H -22.84 26.22 10.27
H -21.87 24.97 10.23
*
```

=====

Record 2
DFT (ωB97M-V/def2-TZVPD) results for C30H80FeN7O9 as an isolated structure.

The calculation puts the LUMO energy (spin up / spin down) at -2.59 / -2.90 eV. The energy above the lowest of the compared OMol25 structures with the same formula, charge and spin comes out at 0.0 kJ/mol. The HOMO-LUMO gap (spin up / spin down) is 7.4 / 7.1 eV. For the HOMO energy (spin up / spin down), the calculation gives -10.03 / -10.03 eV. As for the expectation value of S²: 6.0067.

Structure (ORCA input):
```
! wB97M-V def2-TZVPD RIJCOSX def2/J DEFGRID3
* xyz 1 5
Fe -0.32 3.67 0.78
C -0.86 -0.11 -0.33
C -0.52 1.27 0.10
O 0.16 2.07 -0.60
O -0.96 1.69 1.22
H -1.19 -0.11 -1.37
H -1.68 -0.46 0.29
H 0.01 -0.77 -0.26
C -0.66 -3.02 -7.50
C 0.63 -3.11 -6.73
C 0.40 -3.38 -5.28
O -0.37 -2.34 -4.73
C -0.26 -2.18 -3.33
N 1.55 -4.12 -7.26
H -1.11 -2.04 -7.30
H -1.42 -3.69 -7.08
H -0.58 -3.22 -8.56
H 1.14 -2.14 -6.77
H 1.36 -3.51 -4.76
H -0.17 -4.31 -5.17
H -0.48 -3.13 -2.82
H -1.10 -1.50 -3.12
H 0.66 -1.70 -3.00
H 2.22 -4.43 -6.58
H 1.90 -3.90 -8.17
C -0.68 7.27 -1.56
C -1.03 6.18 -0.56
C -1.80 5.11 -1.30
O -2.06 3.93 -0.54
C -2.91 3.06 -1.25
N 0.22 5.58 0.02
H -0.08 6.91 -2.41
H -0.27 8.16 -1.10
H -1.59 7.58 -2.09
H -1.63 6.54 0.27
H -1.17 4.79 -2.15
H -2.71 5.45 -1.79
H -2.54 2.89 -2.27
H -3.92 3.47 -1.33
H -2.97 2.12 -0.72
H 0.68 6.25 0.62
H 0.82 5.24 -0.72
C -1.24 -1.45 3.21
C -2.67 -1.22 3.61
C -3.54 -2.37 3.18
O -3.29 -2.68 1.82
C -4.36 -3.35 1.21
N -2.72 -1.17 5.10
H -0.94 -2.46 3.48
H -0.59 -0.74 3.72
H -1.09 -1.34 2.14
H -3.04 -0.25 3.27
H -4.61 -2.21 3.40
H -3.29 -3.20 3.86
H -4.71 -4.22 1.77
H -4.00 -3.69 0.24
H -5.16 -2.65 0.97
H -2.14 -0.39 5.37
H -3.66 -0.88 5.37
C 2.37 -0.13 2.43
C 2.73 -0.01 3.89
C 3.79 -1.05 4.28
O 4.76 -1.14 3.28
C 5.81 -2.05 3.57
N 3.14 1.38 4.18
H 3.27 0.03 1.83
H 1.63 0.57 2.06
H 2.00 -1.13 2.16
H 1.89 -0.26 4.55
H 3.28 -2.02 4.40
H 4.23 -0.77 5.24
H 5.46 -2.95 4.09
H 6.59 -1.55 4.15
H 6.24 -2.35 2.62
H 3.34 1.43 5.18
H 4.09 1.47 3.82
C 4.27 -5.22 1.55
C 3.04 -5.47 0.72
C 1.81 -4.79 1.27
O 0.71 -5.11 0.44
C -0.49 -4.57 0.91
N 3.22 -5.21 -0.73
H 5.16 -5.59 1.05
H 4.13 -5.78 2.48
H 4.37 -4.18 1.86
H 2.77 -6.54 0.76
H 1.92 -3.70 1.32
H 1.61 -5.27 2.24
H -0.85 -5.09 1.80
H -1.26 -4.70 0.16
H -0.36 -3.50 1.12
H 2.31 -5.02 -1.13
H 3.50 -6.07 -1.18
C 0.62 2.34 -4.36
C 1.77 1.34 -4.42
C 2.17 0.99 -2.99
O 3.19 0.03 -2.99
C 3.44 -0.47 -1.70
N 1.37 0.18 -5.21
H 0.86 3.19 -3.70
H -0.26 1.90 -3.85
H 0.34 2.77 -5.31
H 2.60 1.89 -4.88
H 1.30 0.65 -2.40
H 2.48 1.92 -2.49
H 4.47 -0.82 -1.63
H 2.83 -1.36 -1.49
H 3.28 0.29 -0.93
H 2.13 -0.50 -5.11
H 0.55 -0.29 -4.85
C -2.77 4.63 4.45
C -2.26 3.80 3.31
C -3.44 3.29 2.49
O -4.05 4.39 1.87
C -5.33 4.11 1.35
N -1.41 4.64 2.38
H -1.96 5.19 4.93
H -3.22 4.05 5.26
H -3.50 5.38 4.12
H -1.67 2.96 3.68
H -4.18 2.82 3.17
H -3.18 2.47 1.80
H -5.36 3.18 0.77
H -5.69 4.96 0.77
H -6.04 3.99 2.18
H -2.19 5.20 1.97
H -1.01 5.41 2.92
*
```

=====

Record 3
DFT (ωB97M-V/def2-TZVPD) results for a 8-piece molecular cluster, C30H80N4O15 overall.

The calculation puts the LUMO energy (spin up / spin down) at -1.79 / -8.27 eV. The energy above the lowest of the compared OMol25 structures with the same formula, charge and spin comes out at 0.0 kJ/mol. The HOMO-LUMO gap (spin up / spin down) is 8.7 / 2.2 eV. For the HOMO energy (spin up / spin down), the calculation gives -10.45 / -10.45 eV. As for the expectation value of S²: 0.7581.

Structure (ORCA input):
```
! wB97M-V def2-TZVPD RIJCOSX def2/J DEFGRID3
* xyz 1 2
C 2.50 -2.19 -3.52
O 2.67 -2.03 -2.12
C 1.60 -2.64 -1.39
C 1.98 -2.46 0.10
N 1.86 -1.03 0.38
C 2.46 -0.60 1.68
C 3.94 -0.23 1.61
O 4.24 0.98 0.88
C 4.18 2.19 1.60
H 3.43 -1.87 -3.99
H 1.64 -1.70 -3.97
H 2.40 -3.23 -3.83
H 1.43 -3.68 -1.67
H 0.59 -2.26 -1.61
H 3.01 -2.77 0.29
H 1.23 -2.96 0.71
H 2.28 -0.61 -0.44
H 2.23 -1.27 2.51
H 1.99 0.36 1.88
H 4.54 -1.05 1.24
H 4.34 -0.16 2.62
H 4.83 2.13 2.47
H 3.14 2.40 1.82
H 4.60 2.99 0.99
C -0.83 0.58 -2.36
O -0.97 -0.08 -3.63
C -0.46 0.71 -4.69
C -0.51 -0.05 -6.05
N 0.51 -1.16 -6.02
C 0.35 -1.91 -7.27
C 1.29 -3.12 -7.29
O 1.14 -3.78 -8.59
C 2.03 -4.89 -8.70
H -1.49 0.11 -1.64
H -0.99 1.66 -2.36
H 0.17 0.58 -1.92
H 0.53 1.15 -4.53
H -1.15 1.54 -4.84
H -0.27 0.63 -6.87
H -1.50 -0.46 -6.25
H 0.23 -1.82 -5.31
H 0.52 -1.30 -8.16
H -0.69 -2.22 -7.37
H 1.00 -3.87 -6.55
H 2.35 -2.95 -7.10
H 1.92 -5.58 -9.54
H 2.08 -5.50 -7.80
H 3.06 -4.57 -8.89
C 1.63 3.06 -0.96
O 0.83 4.05 -0.25
C -0.10 3.35 0.59
C -1.02 4.36 1.29
N -1.92 5.07 0.38
C -2.87 4.22 -0.33
C -3.94 5.00 -1.10
O -3.31 5.64 -2.16
C -4.08 6.43 -3.07
H 2.11 2.35 -0.29
H 2.40 3.49 -1.61
H 0.92 2.56 -1.62
H 0.46 2.82 1.35
H -0.57 2.60 -0.06
H -0.27 4.95 1.81
H -1.54 3.81 2.07
H -1.20 5.30 -0.29
H -3.34 3.66 0.49
H -2.52 3.44 -1.00
H -4.47 5.68 -0.44
H -4.72 4.32 -1.43
H -3.45 6.90 -3.83
H -4.78 7.14 -2.62
H -4.68 5.66 -3.55
C 4.87 -3.81 3.09
O 4.59 -2.81 4.07
C 5.72 -2.06 4.47
C 5.26 -1.11 5.61
N 4.18 -0.21 5.16
C 3.41 0.26 6.38
C 2.13 0.94 5.96
O 1.38 0.01 5.22
C 0.32 0.72 4.54
H 5.63 -4.52 3.43
H 5.37 -3.43 2.20
H 4.00 -4.39 2.80
H 6.31 -1.60 3.67
H 6.35 -2.82 4.92
H 6.16 -0.57 5.90
H 5.04 -1.67 6.52
H 3.50 -0.66 4.56
H 4.01 0.85 7.08
H 3.22 -0.63 6.99
H 2.41 1.87 5.47
H 1.50 1.33 6.75
H -0.40 1.08 5.27
H -0.22 0.25 3.72
H 0.80 1.53 3.99
C -3.09 0.47 3.25
C -4.26 0.86 4.17
O -5.26 1.12 3.31
O -2.45 1.59 2.73
H -3.41 -0.20 2.46
H -2.40 -0.17 3.80
H -4.15 1.78 4.74
H -4.55 0.07 4.87
H -5.98 1.39 3.88
H -1.75 1.30 2.15
C -5.03 0.67 -0.18
C -5.58 -0.72 0.21
O -5.27 -1.84 -0.68
O -5.58 1.67 0.65
H -5.25 0.96 -1.20
H -3.95 0.62 -0.13
H -6.66 -0.60 0.32
H -5.36 -0.96 1.25
H -5.48 -1.79 -1.62
H -5.21 1.46 1.51
C -2.34 -2.79 1.14
C -2.57 -4.19 0.53
O -3.96 -4.46 0.28
O -2.62 -1.76 0.27
H -1.26 -2.71 1.27
H -2.89 -2.80 2.08
H -2.08 -5.03 1.02
H -2.02 -4.11 -0.41
H -4.45 -3.65 0.13
H -3.55 -1.89 0.06
O -0.74 0.10 1.07
H -1.46 -0.35 0.63
H 0.04 -0.37 0.79
*
```

=====

The following E_tot values (in hartree) correspond, in order, to the records above: -2366.8177 -3514.9110 -2538.0078.